Record 1
Formula: C27H23BCaN11O4S2
Source: OMol25
Level of theory: ωB97M-V/def2-TZVPD

```
! RIJCOSX wB97M-V def2-TZVPD def2/J DEFGRID3
* xyz 0 2
Ca 0.06 -0.05 -0.05
C -2.53 -1.95 -2.56
C -2.18 -1.94 -1.21
N -1.88 -0.71 -0.83
N -2.01 0.09 -1.89
C -2.41 -0.63 -2.95
B -1.93 1.62 -1.82
N -2.39 2.09 -0.44
C -3.19 3.14 -0.16
C -3.12 3.38 1.20
C -2.22 2.42 1.67
N -1.78 1.66 0.67
N -0.50 2.20 -1.93
C -0.13 3.33 -2.56
C 1.15 3.65 -2.15
C 1.48 2.64 -1.24
N 0.47 1.79 -1.12
N -2.81 2.15 -2.93
C -4.16 2.07 -3.01
C -4.54 2.37 -4.30
C -3.32 2.60 -4.96
N -2.31 2.46 -4.14
H -2.82 -2.79 -3.16
H -2.13 -2.75 -0.51
H -2.57 -0.20 -3.92
H -3.74 3.65 -0.92
H -3.64 4.13 1.74
H -1.88 2.25 2.67
H -0.77 3.82 -3.26
H 1.75 4.47 -2.47
H 2.38 2.52 -0.67
H -4.76 1.80 -2.16
H -5.53 2.41 -4.70
H -3.15 2.86 -5.99
C -1.77 -0.67 3.07
C -0.33 -0.36 3.23
N 0.52 -0.29 2.27
C 1.79 -0.06 2.70
C 1.91 0.07 4.06
S 0.37 -0.10 4.81
C 2.87 -0.05 1.74
C 4.21 -0.15 2.01
S 5.11 -0.20 0.55
C 3.61 -0.08 -0.33
N 2.57 0.00 0.42
C 3.59 -0.09 -1.81
H -2.03 -0.61 2.02
H -2.38 0.03 3.65
H -1.96 -1.67 3.45
H 2.78 0.26 4.65
H 4.71 -0.20 2.96
H 4.56 0.22 -2.21
H 2.80 0.57 -2.18
H 3.38 -1.10 -2.16
O 1.43 -3.84 -6.62
C 0.90 -2.78 -6.78
O 0.45 -2.10 -7.68
C 0.74 -1.95 -5.34
C 0.52 -0.59 -5.38
C 0.42 0.09 -4.18
N 0.58 -0.52 -3.02
C 0.80 -1.82 -2.99
C 0.86 -2.60 -4.14
C 1.08 -2.50 -1.60
O 1.65 -3.58 -1.65
O 0.71 -1.85 -0.61
H 0.43 -0.07 -6.32
H 0.21 1.15 -4.16
H 1.06 -3.66 -4.06
*
```

Output
Largest force on an atom in Eh/bohr: 0.04496
E_tot in a.u.: -3445.0104
LUMO (alpha / beta) in eV: -0.063 / -3.242
Highest occupied orbital energy (alpha / beta) in eV: -8.8 / -8.8
Orbital gap (alpha / beta) in eV: 8.777 / 5.599

Atom charges from the Löwdin analysis, given in e for atoms 1 to 2: 1.33, -0.03

***

Record 2
Formula: C27H23Br2CaN6O2S
Source: OMol25
Level of theory: ωB97M-V/def2-TZVPD

```
! RIJCOSX wB97M-V def2-TZVPD def2/J DEFGRID3
* xyz -1 1
Ca 13.01 13.10 10.34
C 12.95 15.96 13.90
C 12.43 15.08 12.80
O 13.18 14.25 12.18
C 11.13 15.43 12.46
C 10.46 15.19 11.27
C 9.17 15.90 11.12
N 10.90 14.36 10.28
N 10.01 14.12 9.34
C 10.51 13.22 8.44
O 11.65 12.74 8.58
C 9.71 12.86 7.23
C 8.75 13.80 6.72
C 8.42 13.69 5.36
C 9.06 12.77 4.49
C 9.76 11.74 5.09
C 10.04 11.76 6.44
H 13.49 15.34 14.66
H 12.09 16.42 14.38
H 13.65 16.78 13.53
H 10.58 15.99 13.18
H 9.37 16.91 10.85
H 8.52 15.97 12.04
H 8.56 15.37 10.39
H 8.39 14.63 7.33
H 7.78 14.42 4.92
H 9.13 12.87 3.44
H 10.17 10.94 4.49
H 10.59 10.94 6.86
Br 20.31 14.34 9.64
C 18.51 13.90 9.86
C 18.00 12.65 10.29
C 16.63 12.38 10.25
N 15.79 13.31 9.76
C 16.21 14.55 9.54
C 17.60 14.93 9.65
C 15.17 15.58 9.36
C 15.36 16.98 9.63
C 14.29 17.85 9.37
Br 14.39 19.74 9.49
C 13.12 17.36 8.76
C 13.09 16.00 8.48
N 14.01 15.13 8.86
H 18.70 11.86 10.66
H 16.29 11.48 10.67
H 17.91 15.98 9.33
H 16.30 17.40 10.05
H 12.29 17.99 8.38
H 12.29 15.67 7.81
C 14.24 10.37 7.81
C 13.83 9.83 9.17
C 14.20 8.58 9.71
C 13.75 8.32 10.95
N 12.92 9.10 11.67
C 12.53 10.27 11.05
S 11.22 11.17 11.71
N 13.15 10.70 9.92
H 14.12 9.67 7.01
H 15.28 10.76 7.81
H 13.67 11.33 7.60
H 14.89 7.87 9.22
H 13.94 7.34 11.36
*
```

Output
Largest force on an atom in Eh/bohr: 0.09764
E_tot in a.u.: -7745.6615
LUMO (alpha / beta) in eV: 1.315 / 1.315
Energy relative to the best compared isomer or geometry (same formula, charge and spin) in kcal/mol: 4.2
Highest occupied orbital energy (alpha / beta) in eV: -2.8 / -2.8
Orbital gap (alpha / beta) in eV: 4.118 / 4.119

Atom charges from the Löwdin analysis, given in e for atoms 1 to 2: 1.25, -0.07

***

Record 3
Formula: C27H23Cl5GeMoN2O3
Source: OMol25
Level of theory: ωB97M-V/def2-TZVPD

```
! RIJCOSX wB97M-V def2-TZVPD def2/J DEFGRID3
* xyz 2 1
Mo 11.54 12.21 9.53
C 14.15 13.28 11.25
O 12.90 12.55 11.20
C 12.83 11.60 12.23
C 13.67 11.56 13.35
C 13.51 10.50 14.25
C 12.56 9.48 14.04
C 11.72 9.53 12.93
C 11.87 10.58 12.01
N 10.99 10.64 10.93
N 10.02 9.76 11.01
C 9.10 9.89 10.01
C 9.02 10.78 8.95
O 10.07 11.50 8.52
C 7.87 10.96 8.14
C 6.81 10.17 8.42
C 6.88 9.10 9.33
C 5.78 8.26 9.46
C 5.87 7.15 10.26
C 7.07 6.93 10.97
C 8.11 7.81 10.94
C 8.04 8.93 10.08
H 14.93 12.54 11.44
H 14.27 13.77 10.30
H 14.11 14.02 12.05
H 14.41 12.36 13.49
H 14.10 10.47 15.16
H 12.47 8.71 14.78
H 10.89 8.84 12.77
H 7.90 11.75 7.40
H 5.83 10.27 7.94
H 4.86 8.57 8.93
H 5.01 6.48 10.39
H 7.17 6.05 11.61
H 9.00 7.71 11.57
Cl 8.49 18.64 10.73
C 9.34 17.25 10.19
C 9.24 16.00 10.81
Cl 8.10 15.88 12.09
C 10.13 15.00 10.45
Cl 9.97 13.50 11.24
C 11.09 15.15 9.43
O 11.86 14.15 9.06
C 11.12 16.39 8.71
Cl 12.34 16.58 7.51
C 10.28 17.43 9.14
Cl 10.63 19.02 8.48
C 11.36 10.76 5.30
Ge 12.47 10.17 6.77
C 14.25 9.71 6.04
C 11.78 8.43 7.42
C 12.74 11.45 8.29
H 11.25 9.96 4.54
H 11.85 11.61 4.79
H 10.37 11.11 5.63
H 14.10 8.90 5.32
H 14.99 9.46 6.78
H 14.64 10.56 5.48
H 10.75 8.42 7.84
H 12.44 8.04 8.19
H 11.80 7.78 6.54
H 13.77 11.29 8.59
*
```

Output
Largest force on an atom in Eh/bohr: 0.07851
E_tot in a.u.: -5823.3037
LUMO (alpha / beta) in eV: -8.865 / -8.865
Energy relative to the best compared isomer or geometry (same formula, charge and spin) in kcal/mol: 0.0
Highest occupied orbital energy (alpha / beta) in eV: -13.7 / -13.8
Orbital gap (alpha / beta) in eV: 4.885 / 4.885

Atom charges from the Löwdin analysis, given in e for atoms 1 to 2: 1.71, 0.01

***

Record 4
Formula: C27H23CrO9S5
Source: OMol25
Level of theory: ωB97M-V/def2-TZVPD

```
! RIJCOSX wB97M-V def2-TZVPD def2/J DEFGRID3
* xyz -2 4
Cr -7.08 6.60 16.94
O -5.03 3.51 19.34
S -5.75 4.77 19.38
O -6.18 5.12 17.99
O -6.70 5.02 20.45
C -4.42 5.98 19.64
C -3.11 5.47 19.52
C -2.00 6.35 19.77
C -2.21 7.62 20.21
C -3.52 8.06 20.17
C -4.63 7.31 19.85
S -6.18 8.24 19.75
O -5.81 9.64 19.54
O -6.95 8.02 21.00
O -6.95 7.77 18.59
H -2.92 4.37 19.30
H -0.95 6.07 19.75
H -1.40 8.28 20.43
H -3.78 9.11 20.30
S -5.18 7.32 15.86
C -4.87 5.99 14.73
C -3.68 5.96 14.08
C -3.43 5.00 13.04
C -4.43 4.07 12.73
C -5.60 4.08 13.42
C -5.87 5.06 14.40
S -7.37 4.98 15.24
H -2.91 6.61 14.44
H -2.47 5.06 12.54
H -4.25 3.34 11.94
H -6.33 3.29 13.21
C -9.66 9.59 15.47
C -9.32 8.25 16.10
O -8.10 7.95 15.90
C -10.29 7.51 16.80
C -11.60 8.00 16.88
C -12.57 7.26 17.52
C -12.23 6.01 18.15
C -10.99 5.53 18.08
C -9.95 6.30 17.51
O -8.77 5.91 17.64
H -8.69 10.14 15.38
H -10.21 10.18 16.20
H -10.17 9.45 14.51
H -11.90 8.91 16.44
H -13.57 7.58 17.66
H -12.96 5.54 18.76
H -10.61 4.62 18.54
C -8.12 8.08 13.01
S -8.14 7.38 11.32
O -8.92 8.39 10.51
C -9.19 5.94 11.71
C -10.53 6.00 12.10
C -11.13 4.78 12.43
C -10.44 3.56 12.39
C -9.10 3.57 12.08
C -8.51 4.75 11.75
H -9.08 8.51 13.11
H -7.41 8.92 13.07
H -7.84 7.27 13.70
H -11.01 6.97 12.12
H -12.11 4.82 12.83
H -10.93 2.64 12.63
H -8.53 2.68 12.12
H -7.39 4.68 11.55
*
```

Output
Largest force on an atom in Eh/bohr: 0.06015
E_tot in a.u.: -4755.4176
LUMO (alpha / beta) in eV: 4.276 / 4.275
Energy relative to the best compared isomer or geometry (same formula, charge and spin) in kcal/mol: 31.9
Highest occupied orbital energy (alpha / beta) in eV: -1.7 / -1.9
Orbital gap (alpha / beta) in eV: 5.988 / 6.174

Atom charges from the Löwdin analysis, given in e for atoms 1 to 2: 0.45, -0.34

***

Record 5
Formula: C27H23F6O2PRh
Source: OMol25
Level of theory: ωB97M-V/def2-TZVPD

```
! RIJCOSX wB97M-V def2-TZVPD def2/J DEFGRID3
* xyz 1 1
Rh 0.73 -1.08 -0.28
C -2.67 4.13 -2.76
C -3.38 3.15 -2.09
C -2.69 2.17 -1.39
C -1.30 2.19 -1.35
C -0.58 3.17 -2.04
C -1.28 4.15 -2.73
P -0.43 0.95 -0.39
C 1.22 0.91 -1.19
C 2.37 1.51 -0.67
C 3.55 1.50 -1.39
C 3.59 0.90 -2.64
C 2.45 0.30 -3.18
C 1.27 0.31 -2.47
C -0.13 1.60 1.23
C -0.51 2.85 1.66
C -0.26 3.23 2.99
C 0.33 2.36 3.86
C 0.72 1.06 3.44
C 1.29 0.12 4.33
C 1.62 -1.13 3.89
C 1.42 -1.49 2.53
C 0.90 -0.59 1.66
C 0.50 0.69 2.10
H -3.20 4.90 -3.31
H -4.46 3.13 -2.12
H -3.23 1.38 -0.87
H 0.50 3.18 -2.02
H -0.73 4.92 -3.26
H 2.32 2.00 0.30
H 4.44 1.96 -0.98
H 4.52 0.90 -3.20
H 2.49 -0.15 -4.16
H 0.35 -0.05 -2.93
H -1.00 3.53 0.97
H -0.55 4.22 3.33
H 0.49 2.64 4.89
H 1.46 0.40 5.36
H 2.03 -1.86 4.58
H 1.69 -2.49 2.21
C 2.69 -3.55 0.05
O 2.20 -2.65 -0.96
H 3.17 -4.41 -0.42
H 1.87 -3.89 0.69
H 3.42 -3.01 0.64
H 1.68 -3.16 -1.59
C -2.03 -4.36 0.12
C -1.77 -2.87 -0.10
O -0.43 -2.66 -0.36
C -2.23 -2.13 1.18
F -1.39 -2.40 2.18
F -2.26 -0.79 1.04
F -3.45 -2.50 1.57
C -2.59 -2.37 -1.31
F -3.90 -2.43 -1.11
F -2.30 -3.11 -2.39
F -2.29 -1.10 -1.64
H -1.40 -4.70 0.93
H -1.76 -4.90 -0.79
H -3.08 -4.55 0.35
*
```

Output
Largest force on an atom in Eh/bohr: 0.04630
E_tot in a.u.: -2244.0280
LUMO in eV: -4.351
Energy relative to the best compared isomer or geometry (same formula, charge and spin) in kcal/mol: 12.5
Highest occupied orbital energy in eV: -11.1
Orbital gap in eV: 6.725

Atom charges from the Löwdin analysis, given in e for atoms 1 to 2: 1.00, -0.05

***

Record 6
Formula: C27H23FeN3PS4Sb
Source: OMol25
Level of theory: ωB97M-V/def2-TZVPD

```
! RIJCOSX wB97M-V def2-TZVPD def2/J DEFGRID3
* xyz -2 5
Fe 1.36 0.32 -0.18
N -0.43 0.16 2.88
C -1.67 0.68 2.65
C -2.62 0.73 3.66
C -3.88 1.34 3.45
C -4.20 1.89 2.24
C -3.25 1.84 1.19
C -3.53 2.42 -0.08
C -2.60 2.36 -1.06
C -1.37 1.70 -0.80
N -1.07 1.16 0.36
C -1.99 1.23 1.36
H -0.33 -0.36 3.74
H 0.11 -0.23 2.10
H -2.38 0.31 4.62
H -4.59 1.36 4.27
H -5.16 2.36 2.07
H -4.49 2.90 -0.23
H -2.73 2.80 -2.04
H -0.65 1.63 -1.60
S 0.12 3.43 -3.63
Sb 1.93 2.08 -3.06
S 3.48 1.43 0.18
S 2.01 2.72 -0.61
S 1.01 -0.09 -2.59
N 1.08 -1.29 0.91
P 1.55 -2.69 1.27
C 0.62 -3.42 2.68
C 1.18 -4.04 3.79
C 0.38 -4.50 4.83
C -1.00 -4.34 4.77
C -1.57 -3.71 3.67
C -0.77 -3.26 2.63
C 1.36 -3.97 -0.03
C 1.14 -5.32 0.23
C 1.01 -6.22 -0.83
C 1.07 -5.77 -2.14
C 1.27 -4.42 -2.39
C 1.41 -3.52 -1.34
C 3.30 -2.86 1.77
C 3.97 -1.68 2.06
C 5.31 -1.69 2.41
C 6.00 -2.90 2.48
C 5.34 -4.09 2.18
C 4.00 -4.07 1.82
H 2.26 -4.16 3.86
H 0.83 -4.97 5.69
H -1.62 -4.69 5.59
H -2.64 -3.57 3.62
H -1.20 -2.74 1.79
H 1.07 -5.68 1.25
H 0.83 -7.27 -0.62
H 0.95 -6.46 -2.96
H 1.30 -4.04 -3.41
H 1.54 -2.46 -1.55
H 3.43 -0.74 1.97
H 5.82 -0.76 2.62
H 7.05 -2.91 2.75
H 5.88 -5.03 2.21
H 3.51 -4.99 1.55
*
```

Output
Largest force on an atom in Eh/bohr: 0.00569
E_tot in a.u.: -4645.2084
LUMO (alpha / beta) in eV: 4.082 / 4.081
Energy relative to the best compared isomer or geometry (same formula, charge and spin) in kcal/mol: 0.0
Highest occupied orbital energy (alpha / beta) in eV: -0.9 / -0.9
Orbital gap (alpha / beta) in eV: 5.004 / 4.981

Atom charges from the Löwdin analysis, given in e for atoms 1 to 2: 0.03, 0.13

***

Record 7
Formula: C27H23N7OSV
Source: OMol25
Level of theory: ωB97M-V/def2-TZVPD

```
! RIJCOSX wB97M-V def2-TZVPD def2/J DEFGRID3
* xyz 0 2
V 0.25 -0.91 0.61
C 3.94 -2.73 -1.01
C 2.68 -1.95 -0.80
N 2.27 -1.56 0.35
N 2.98 -1.83 1.49
C 2.27 -1.36 2.50
O 1.12 -0.78 2.36
C 2.82 -1.47 3.87
C 2.06 -1.05 4.95
C 2.55 -1.15 6.24
C 3.82 -1.68 6.45
C 4.59 -2.11 5.38
C 4.09 -2.01 4.09
C 1.81 -1.49 -1.90
C 2.13 -1.63 -3.24
C 1.27 -1.10 -4.19
C 0.13 -0.45 -3.78
C -0.13 -0.35 -2.42
N 0.69 -0.86 -1.50
H 4.03 -3.47 -0.22
H 4.81 -2.07 -0.94
H 3.95 -3.23 -1.98
H 1.07 -0.64 4.76
H 1.95 -0.82 7.08
H 4.21 -1.76 7.46
H 5.57 -2.52 5.55
H 4.68 -2.34 3.24
H 3.04 -2.13 -3.53
H 1.50 -1.20 -5.24
H -0.57 -0.01 -4.49
H -1.02 0.15 -2.06
S -1.56 -2.26 0.61
C -2.73 -0.98 0.27
N -3.95 -1.34 0.08
N -4.86 -0.36 -0.30
C -4.72 0.40 -1.50
C -5.50 1.53 -1.66
C -5.41 2.29 -2.81
C -4.54 1.93 -3.83
C -3.76 0.79 -3.67
C -3.85 0.02 -2.52
N -2.33 0.34 0.20
N -1.08 0.51 0.44
C -0.67 1.87 0.29
C 0.63 2.21 0.67
C 1.09 3.50 0.50
C 0.25 4.47 -0.04
C -1.04 4.13 -0.41
C -1.51 2.84 -0.25
H -5.79 -0.73 -0.21
H -6.16 1.83 -0.85
H -6.03 3.18 -2.92
H -4.46 2.53 -4.72
H -3.08 0.49 -4.46
H -3.25 -0.87 -2.42
H 1.27 1.47 1.14
H 2.09 3.76 0.81
H 0.61 5.49 -0.17
H -1.70 4.88 -0.83
H -2.51 2.56 -0.54
*
```

Output
Largest force on an atom in Eh/bohr: 0.01086
E_tot in a.u.: -2843.3885
LUMO (alpha / beta) in eV: -1.026 / -1.211
Highest occupied orbital energy (alpha / beta) in eV: -6.8 / -6.2
Orbital gap (alpha / beta) in eV: 5.744 / 5.035

Atom charges from the Löwdin analysis, given in e for atoms 1 to 2: 0.62, -0.01

***

> largest force on an atom of number 7 (C27H23N7OSV)?

0.01086 Eh/bohr

***

> E_tot of number 5 (C27H23F6O2PRh)?

-2244.0280 a.u.